No. 1
{"formula": "C31H55ClN3O9PS6", "method": "ωB97M-V with the def2-TZVPD basis set", "species": ["H", "H", "H", "C", "S", "O", "H", "H", "H", "Cl", "H", "H", "H", "H", "H", "C", "H", "C", "C", "H", "H", "H", "C", "H", "H", "H", "C", "N", "C", "H", "C", "H", "C", "N", "H", "H", "O", "H", "H", "H", "H", "C", "O", "H", "O", "C", "H", "S", "H", "C", "S", "C", "N", "C", "H", "C", "H", "H", "H", "C", "C", "H", "H", "H", "H", "O", "O", "H", "H", "P", "H", "C", "H", "C", "O", "C", "S", "S", "H", "H", "H", "H", "C", "H", "H", "H", "C", "C", "C", "C", "C", "H", "H", "C", "O", "C", "O", "H", "H", "S", "H", "H", "C", "H", "C", "C"], "coordinates": [[-0.79972, 1.83771, 2.68318], [3.86642, -1.71041, -0.21272], [3.36760, -3.60660, -2.53834], [0.11915, -2.16993, 0.15574], [1.15749, 9.07867, 2.24135], [3.97326, -2.24005, 2.56863], [1.29327, 10.34539, 0.21134], [7.30672, 0.26443, 3.72294], [3.17191, 9.41005, 3.46663], [-2.35261, -0.71102, -0.09637], [3.39616, -8.20590, 3.31215], [4.89597, -1.61283, -2.53152], [-1.99812, 7.08155, 2.80357], [3.30878, 10.04368, 1.81000], [-2.66746, -2.95711, -1.57098], [5.58589, 0.21137, 2.45717], [3.83851, -8.69542, 1.65986], [-0.68382, -0.98754, 0.54032], [-5.12531, -5.56193, -5.37260], [6.00593, -0.35025, 1.58984], [0.57577, 4.75690, -0.49269], [0.67953, -7.63935, -0.32029], [3.40150, -1.22530, 2.28304], [0.94090, 2.71915, 0.60425], [2.01779, -4.00929, -0.08737], [-7.76614, 0.00976, -5.02208], [-1.10498, 1.30663, 1.75376], [2.43647, -3.23696, 0.43511], [-2.32808, 6.17298, 3.30948], [-4.70802, -5.73267, -6.36516], [3.52623, -2.73790, -0.47592], [-5.44470, -5.96315, -2.56232], [1.41839, -8.22440, 0.22677], [3.89504, 2.55662, 3.17445], [0.98683, -9.18671, 0.50611], [-6.74438, -1.06395, -6.00603], [-3.01775, -4.18093, -4.50533], [-7.31680, -1.29798, -2.23028], [0.45622, 11.25552, 1.50470], [2.23910, -1.01284, -4.14230], [-1.02170, 4.26079, -1.12970], [1.12789, 0.00098, 2.02328], [-0.33072, 4.86275, 2.13138], [0.28040, 7.06245, 3.83496], [-6.90582, -3.35578, -4.16267], [6.40211, 0.82230, 3.37010], [-0.07822, -5.06796, 0.59804], [-0.94494, 5.03111, 3.48373], [-8.75434, -2.34046, -2.10445], [0.57705, 10.28026, 1.03128], [-7.92714, -2.28116, -4.33654], [3.79269, -1.42408, -2.64107], [-2.24581, -3.66615, -0.96696], [2.66036, 9.96861, 2.68376], [-6.21306, -0.59752, -4.37276], [4.03556, 0.18242, 2.56464], [-5.76506, -6.40299, -5.10127], [-0.36982, 6.39724, 5.36474], [1.93855, -2.60741, -2.09272], [3.05574, -2.67053, -2.00169], [-1.21250, 2.29913, 0.52636], [6.22849, 1.85354, 3.74524], [-4.14237, -4.95719, -1.88757], [-2.52593, -3.51680, 0.01265], [-1.54062, 3.28955, 0.94385], [0.54874, 3.78810, -2.37920], [-0.00807, -5.05603, -0.37892], [-2.72615, 6.41471, 4.29560], [2.29844, -8.37370, -0.40039], [-0.49184, -3.53145, -0.97142], [-2.15218, 0.93200, 1.94224], [3.01005, -8.55625, 2.35564], [0.04449, 3.04371, -2.74835], [0.16541, 2.56938, -0.19549], [0.69242, -7.27362, 2.60210], [-0.19203, 0.07034, 1.43168], [1.88383, -7.30792, 1.70684], [-3.76559, -5.43515, -4.19408], [-1.95927, 1.96075, -0.23744], [-0.38404, 9.94203, 0.64580], [3.83037, -0.12351, -4.39155], [2.47764, -9.49718, 2.50101], [3.35206, -1.10407, -4.11561], [-8.90594, -0.71410, -2.80943], [4.34962, -3.50016, -0.38422], [-5.70291, -4.63642, -5.37595], [3.27570, 1.26137, 2.89393], [1.96771, -1.15924, 1.64798], [-4.79347, -5.10739, -2.74797], [-8.25505, -1.58334, -2.70805], [1.72971, 1.02453, 3.00317], [-3.10205, 5.68661, 2.71614], [-5.39138, -4.20952, -2.91132], [0.05036, 3.91784, -1.02383], [1.13976, 1.62847, 3.86537], [4.19436, 3.06245, 2.08964], [0.23705, 9.14896, 3.41379], [1.05773, 5.65454, 4.60562], [0.42172, 1.75181, -0.91463], [4.94346, 3.51703, 0.74587], [3.75178, -1.89235, -4.80000], [2.40817, 10.96372, 3.05267], [0.10724, 6.15334, 4.41469], [3.55613, -0.54154, -1.98051], [1.48950, -2.20638, 0.72826], [-7.07721, -0.83543, -4.99439]], "lowdin_charge": [0.092, 0.098, 0.114, -0.262, 0.816, 0.126, 0.055, 0.072, 0.052, 0.680, 0.050, 0.111, 0.052, 0.054, 0.002, -0.105, 0.052, -0.471, -0.274, 0.114, 0.115, 0.034, -0.284, 0.107, 0.073, 0.054, -0.164, -0.003, -0.258, 0.046, -0.179, 0.055, -0.266, 0.113, 0.058, 0.053, -0.573, 0.058, 0.059, 0.076, 0.117, -0.009, -0.552, -0.003, -0.569, 0.020, 0.052, 0.817, 0.051, -0.264, 0.844, -0.274, -0.201, -0.264, 0.061, -0.059, 0.054, 0.061, 0.067, -0.188, -0.221, 0.063, 0.012, 0.025, 0.082, -0.109, -0.333, 0.055, 0.055, 0.880, 0.094, -0.272, 0.077, -0.159, -0.554, -0.159, 0.786, 0.801, 0.080, 0.051, 0.072, 0.057, -0.117, 0.053, 0.128, 0.017, -0.138, 0.017, -0.277, -0.266, -0.249, 0.048, 0.019, -0.247, 0.113, -0.715, -0.560, 0.055, 0.114, 0.731, 0.072, 0.059, -0.258, 0.104, -0.185, -0.262], "homo_ev": -8.06, "total_charge": 0, "lumo_energy_ev": -0.87, "spin_multiplicity": 1, "total_energy_ha": -5245.993351}

---

No. 2
{"formula": "C31H55DyO5SSi", "method": "ωB97M-V with the def2-TZVPD basis set", "species": ["O", "H", "C", "C", "H", "H", "H", "H", "H", "C", "H", "H", "H", "C", "H", "H", "C", "H", "O", "C", "H", "H", "H", "C", "H", "H", "Si", "H", "C", "C", "H", "S", "H", "H", "C", "H", "H", "C", "H", "H", "H", "H", "C", "C", "Dy", "H", "H", "C", "C", "H", "C", "C", "O", "H", "H", "H", "C", "H", "C", "C", "C", "H", "O", "C", "C", "C", "C", "H", "C", "H", "C", "H", "H", "O", "H", "C", "H", "H", "C", "H", "H", "H", "H", "H", "H", "C", "H", "H", "H", "C", "H", "H", "H", "H"], "coordinates": [[-2.84563, 1.85128, 2.16628], [2.35323, 4.47824, 2.19423], [1.94771, -1.91293, -8.37985], [-0.29126, -0.71082, 5.01724], [-0.02093, -4.11829, -3.91286], [0.45811, -1.15027, -4.48560], [-2.31750, -0.36970, 0.93533], [-2.72682, -1.44785, -1.49499], [0.60735, -0.13547, 5.28060], [-1.13210, -2.90737, -0.89097], [1.93141, -2.41843, 1.86629], [-5.13999, 1.72095, 0.92795], [1.04228, -3.42210, -5.12418], [1.02755, 3.43161, 4.37754], [-4.54009, 4.56289, 3.31222], [-5.90457, 3.10927, 1.75074], [0.21714, -1.93678, -3.75648], [2.26683, -0.08490, -7.19912], [2.27859, -1.76002, -5.94108], [1.74189, -1.05617, -7.09479], [-0.64750, 5.56002, 4.13760], [4.02734, -2.89679, -6.12556], [0.35539, 3.61775, 5.22167], [0.70864, -3.32978, -4.11198], [-2.46956, 1.97175, 4.79282], [0.00827, -1.54345, 4.36387], [-1.18321, 1.88340, 2.06908], [-0.34982, 5.91763, 2.41548], [1.59838, -4.21183, -1.90160], [-1.71424, 1.32794, 5.26569], [3.32965, -2.59911, -0.39522], [-0.55330, 1.67892, 0.13566], [-0.43675, -1.84525, 2.20135], [3.70723, -3.79643, -3.69825], [-1.31823, 0.19330, 4.34075], [0.54390, -4.46448, -1.74152], [2.34468, -4.07210, -8.17418], [2.82422, -3.10664, -7.94246], [1.98392, 3.92145, 4.60534], [3.36207, -2.04843, -3.92935], [3.54836, -0.12870, -1.47877], [-3.26114, 3.30104, 0.02338], [-0.80281, -2.01163, 1.19629], [-0.39138, -3.04107, 0.31451], [0.45865, -0.70240, -0.62568], [2.02080, -3.86159, -0.96276], [-0.83518, -1.91180, -3.44188], [1.76062, -3.15024, -2.97017], [-2.58966, -0.57640, 4.00368], [-2.39151, -1.40118, 3.30699], [-5.15039, 2.31834, 1.84860], [-3.82890, 3.72902, 3.41352], [-0.67568, 0.69045, 3.12024], [1.78653, 2.83383, 1.84800], [-2.52948, 4.46733, 1.16142], [1.42977, 0.20184, 2.32799], [-1.80499, -1.24000, 0.53661], [-4.18648, 3.09296, 4.23543], [-3.78680, 2.95020, 2.10169], [2.96989, -2.95497, -6.41416], [2.46393, 0.53675, 0.37315], [-0.72095, -1.12912, 5.93703], [-0.78629, 3.34205, 2.73929], [3.22138, -2.91094, -3.26620], [-2.00109, -1.79174, -0.76135], [1.46342, 3.87543, 1.96377], [1.90146, -0.21585, 1.44297], [0.35141, -3.80898, 0.52852], [0.45095, 4.01415, 3.09334], [-3.02150, -0.99404, 4.92812], [0.08184, 5.47560, 3.32194], [3.72638, -2.66948, -2.32383], [2.56856, -3.86342, -5.91417], [1.15954, -1.84053, -2.60486], [1.22192, 2.35653, 4.28268], [2.14009, -1.59249, 1.19112], [-1.13403, -3.59747, -1.73429], [0.66603, -0.86149, -6.92598], [2.84542, -1.69627, -0.03516], [-4.25973, 4.58002, 0.78249], [-2.84768, 4.15306, 3.65555], [2.50196, 1.61747, 0.29045], [-2.16850, 0.90449, 6.17498], [-5.44027, 1.67218, 2.68740], [2.43887, -1.34168, -9.17568], [3.01446, -0.38236, -0.56529], [2.14428, -5.12252, -2.20417], [1.04368, 4.21047, 1.00844], [-3.33131, 0.10258, 3.55890], [-3.42865, 3.87763, 0.94396], [-0.84856, 1.92134, 5.57330], [3.81260, -3.09502, -8.41802], [0.98577, -2.26965, -8.77123], [0.97009, 6.05726, 3.60025]], "lowdin_charge": [-0.183, 0.093, -0.147, -0.025, 0.120, 0.115, 0.066, 0.104, 0.087, -0.210, 0.114, 0.091, 0.072, -0.034, 0.092, 0.086, -0.105, 0.121, -0.197, -0.163, 0.085, 0.117, 0.080, -0.056, 0.065, 0.077, -0.130, 0.089, -0.022, -0.025, 0.087, 0.381, 0.084, 0.099, -0.611, 0.064, 0.111, -0.148, 0.092, 0.088, 0.106, 0.079, -0.225, -0.200, 1.441, 0.056, 0.110, -0.474, -0.026, 0.076, -0.037, -0.036, -0.178, 0.054, 0.078, 0.091, -0.243, 0.083, -0.634, -0.202, -0.252, 0.090, -0.167, -0.008, -0.194, -0.052, -0.222, 0.103, -0.624, 0.094, -0.034, 0.074, 0.104, -0.250, 0.082, -0.197, 0.092, 0.114, -0.213, 0.088, 0.074, 0.083, 0.097, 0.085, 0.106, -0.211, 0.111, 0.084, 0.079, -0.046, 0.069, 0.108, 0.106, 0.088], "homo_ev": [-7.33, -7.37], "total_charge": 0, "lumo_energy_ev": [-0.37, 0.22], "s2": 9.13, "spin_multiplicity": 6, "total_energy_ha": -3163.266702}